Density functional theory data (the ωB97M-V functional and the def2-TZVPD basis) for a structure of composition C24H69BN5O10Zr.

Structure (XYZ):
```
110
Properties=species:S:1:pos:R:3:mulliken_spin:R:1
Zr -13.842 23.142 -26.285 -0.026
B -12.674 23.019 -24.340 0.011
H -13.743 22.971 -24.200 -0.004
H -12.339 22.351 -25.119 0.007
H -12.526 24.027 -24.695 0.001
H -12.174 22.832 -23.403 0.000
O -14.855 25.054 -25.648 0.582
C -14.308 26.140 -26.383 0.040
C -12.814 25.930 -26.965 0.062
O -12.401 24.552 -27.218 0.173
H -14.381 27.095 -25.864 0.000
H -15.004 26.147 -27.222 0.090
H -12.129 26.224 -26.170 0.032
H -12.570 26.577 -27.807 -0.006
O -15.323 21.633 -25.590 0.020
C -15.050 20.277 -26.022 0.000
C -13.857 20.129 -27.067 -0.001
O -13.085 21.350 -27.360 0.009
H -15.968 19.792 -26.353 0.002
H -14.852 19.721 -25.105 0.001
H -14.357 19.846 -27.993 0.000
H -13.203 19.291 -26.826 0.001
C -13.660 26.555 -22.040 0.000
C -13.965 25.146 -21.600 -0.002
C -13.850 24.990 -20.028 0.000
O -12.463 25.168 -19.726 0.000
C -12.163 25.188 -18.340 0.000
N -15.340 25.011 -21.857 0.001
H -14.415 27.248 -21.671 0.000
H -13.676 26.639 -23.127 -0.001
H -12.646 26.834 -21.753 0.001
H -13.273 24.414 -22.016 -0.001
H -14.055 23.930 -19.880 0.000
H -14.509 25.684 -19.507 0.000
H -12.422 26.152 -17.902 0.000
H -11.083 25.083 -18.231 0.000
H -12.728 24.497 -17.715 0.000
H -15.491 25.006 -22.856 0.001
H -15.547 24.042 -21.660 0.000
C -9.185 22.016 -25.863 0.001
C -8.971 20.586 -26.243 0.000
C -9.262 19.506 -25.165 0.000
O -8.934 18.210 -25.554 0.000
C -9.462 17.223 -24.644 0.000
N -9.914 20.466 -27.345 0.000
H -9.143 22.627 -26.764 0.000
H -8.502 22.409 -25.109 0.000
H -10.161 22.127 -25.391 0.000
H -7.967 20.350 -26.592 0.000
H -10.272 19.600 -24.766 0.000
H -8.613 19.670 -24.304 0.000
H -10.551 17.251 -24.650 0.000
H -9.058 17.294 -23.634 0.000
H -9.200 16.249 -25.057 0.000
H -9.790 19.526 -27.693 0.000
H -10.875 20.578 -27.055 0.000
C -15.089 20.480 -21.516 0.000
C -16.558 20.902 -21.757 0.000
C -17.376 21.147 -20.465 0.000
O -17.873 19.889 -19.984 0.000
C -19.122 19.523 -20.546 0.000
N -16.527 22.153 -22.526 0.000
H -15.001 19.516 -21.015 0.000
H -14.566 21.208 -20.896 0.000
H -14.494 20.347 -22.419 0.000
H -16.952 20.094 -22.373 0.000
H -18.163 21.895 -20.548 0.000
H -16.799 21.780 -19.792 0.000
H -19.081 19.561 -21.634 0.000
H -19.893 20.141 -20.086 0.000
H -19.489 18.525 -20.309 0.000
H -16.219 21.839 -23.435 -0.001
H -17.513 22.277 -22.702 0.000
C -9.246 25.889 -21.423 0.000
C -9.781 24.591 -22.105 0.000
C -9.847 23.409 -21.160 0.000
O -8.470 23.164 -20.699 0.000
C -8.337 21.761 -20.247 0.000
N -11.026 24.912 -22.761 -0.001
H -9.212 26.820 -21.988 0.000
H -8.214 25.682 -21.138 0.000
H -9.765 26.039 -20.476 0.000
H -9.143 24.334 -22.950 0.000
H -10.301 22.517 -21.592 0.000
H -10.416 23.621 -20.255 0.000
H -7.360 21.817 -19.765 0.000
H -8.416 21.068 -21.084 0.000
H -9.067 21.536 -19.469 0.000
H -11.528 24.052 -22.928 0.002
H -11.573 25.296 -22.003 0.000
C -8.855 18.654 -18.188 0.000
C -9.563 17.750 -19.262 0.000
C -10.180 18.468 -20.521 0.000
O -11.024 19.615 -20.194 0.000
C -11.630 20.264 -21.315 0.000
N -8.624 16.733 -19.738 0.000
H -9.543 19.305 -17.649 0.000
H -8.263 19.386 -18.737 0.000
H -8.171 18.085 -17.558 0.000
H -10.235 17.142 -18.657 0.000
H -10.835 17.724 -20.976 0.000
H -9.458 18.708 -21.301 0.000
H -10.898 20.598 -22.050 0.000
H -12.310 21.064 -21.023 0.000
H -12.212 19.498 -21.828 0.000
H -7.812 17.276 -19.995 0.000
H -8.992 16.358 -20.601 0.000
O -9.940 25.411 -25.298 0.005
H -10.242 25.136 -24.433 0.000
H -10.722 25.371 -25.849 0.002
```

The calculation puts the HOMO energy (alpha / beta) at -8.68 / -8.68 eV. As for the HOMO-LUMO gap (alpha / beta): 0.279 / 0.137 Ha. The multiplicity is 2. As for the expectation value of S²: 0.76. As for the largest force on an atom: 0.087 Eh/bohr. As for the charge: 0.